Formula: C21H35NO6
Source: the OMol25 dataset
Level of theory: the ωB97M-V functional and the def2-TZVPD basis

Lowest unoccupied orbital energy (eV): 0.85
HOMO (Ha): -0.298
SMILES string: c1ccc(CN2CCOCCOCCOCCOCCOCCOCC2)cc1
Energy (eV): -36116.98741

XYZ file:
```
63
C21H35NO6 (the ωB97M-V functional and the def2-TZVPD basis)
C 3.546 2.440 -4.082
C 3.744 1.178 -4.614
C 3.511 0.054 -3.841
C 3.084 0.178 -2.526
C 2.871 -1.048 -1.675
N 1.764 -0.885 -0.751
C 1.717 -1.890 0.297
C 1.079 -1.370 1.597
O 2.006 -0.770 2.478
C 2.491 0.492 2.074
C 1.457 1.617 2.206
O 0.815 1.806 0.956
C -0.315 2.637 0.996
C -1.568 1.932 1.527
O -1.578 1.966 2.943
C -2.543 1.130 3.532
C -2.173 -0.365 3.480
O -2.461 -1.000 2.253
C -3.795 -1.438 2.062
C -4.450 -0.823 0.812
O -4.077 -1.447 -0.389
C -2.750 -1.163 -0.788
C -2.486 -1.874 -2.121
O -1.355 -1.411 -2.810
C -0.095 -1.758 -2.263
C 0.492 -0.624 -1.392
C 2.887 1.448 -1.997
C 3.113 2.570 -2.773
H 3.724 3.317 -4.686
H 4.078 1.067 -5.636
H 3.665 -0.929 -4.263
H 3.777 -1.200 -1.075
H 2.761 -1.935 -2.323
H 2.741 -2.188 0.538
H 1.179 -2.799 -0.018
H 0.673 -2.214 2.161
H 0.266 -0.676 1.368
H 3.333 0.690 2.741
H 2.837 0.460 1.037
H 0.730 1.362 2.985
H 1.957 2.553 2.498
H -0.491 2.933 -0.041
H -0.124 3.531 1.605
H -2.467 2.441 1.145
H -1.570 0.897 1.169
H -3.528 1.290 3.067
H -2.589 1.444 4.578
H -2.676 -0.886 4.304
H -1.092 -0.461 3.611
H -3.777 -2.528 1.935
H -4.407 -1.197 2.937
H -4.223 0.253 0.770
H -5.532 -0.961 0.880
H -2.046 -1.504 -0.018
H -2.627 -0.078 -0.931
H -2.423 -2.958 -1.947
H -3.331 -1.678 -2.785
H 0.559 -1.929 -3.125
H -0.177 -2.692 -1.694
H -0.224 -0.365 -0.614
H 0.610 0.255 -2.029
H 2.533 1.548 -0.982
H 2.952 3.553 -2.353
```

Results of the Mulliken charge analysis, in e, for atoms 1 through 5: atom 1 (C): -0.4088, atom 2 (C): -0.6371, atom 3 (C): -0.7855, atom 4 (C): 0.7885, atom 5 (C): -1.2561